A cluster of 3 separate species, C20H40BClFIN2O2 in total at a distorted geometry, computed with ωB97M-V/def2-TZVPD.

The geometry in ORCA input format:
```
! RIJCOSX wB97M-V def2-TZVPD def2/J DEFGRID3
* xyz 0 3
F -5.310 -1.857 1.642
C -4.967 -2.914 0.794
C -3.954 -2.473 -0.324
B -3.871 -0.875 -0.478
Cl -2.470 -0.053 0.371
I -5.354 0.170 -1.667
H -5.904 -3.227 0.277
H -4.529 -3.771 1.347
H -2.917 -2.851 -0.144
H -4.278 -2.893 -1.310
C 1.342 -5.828 1.392
C 0.983 -5.619 -0.096
C 2.229 -5.868 -0.958
C 3.271 -4.763 -0.821
C 2.653 -3.399 -1.110
C 1.363 -3.112 -0.323
N 0.414 -4.259 -0.311
O -0.225 -4.268 -1.469
C 1.704 -2.715 1.129
C 0.730 -1.836 -0.910
C -0.052 -6.723 -0.379
H 1.464 -6.890 1.613
H 2.282 -5.365 1.686
H 0.552 -5.450 2.045
H 1.941 -5.952 -2.012
H 2.681 -6.828 -0.691
H 3.721 -4.774 0.175
H 4.088 -4.947 -1.524
H 3.392 -2.620 -0.905
H 2.444 -3.343 -2.184
H 0.796 -2.618 1.730
H 2.212 -1.749 1.156
H 2.374 -3.410 1.630
H 0.550 -1.915 -1.983
H 1.391 -0.978 -0.774
H -0.218 -1.603 -0.420
H -0.943 -6.594 0.239
H 0.370 -7.705 -0.154
H -0.361 -6.755 -1.425
C -1.870 4.132 0.053
C -0.350 3.864 0.118
C 0.124 3.987 1.573
C 0.130 5.428 2.072
C 0.944 6.319 1.140
C 0.559 6.197 -0.345
N 0.384 4.788 -0.792
O 1.587 4.278 -0.999
C -0.737 6.987 -0.625
C 1.628 6.943 -1.169
C -0.222 2.397 -0.328
H -2.428 3.286 0.462
H -2.190 4.994 0.636
H -2.202 4.270 -0.978
H 1.136 3.577 1.670
H -0.511 3.380 2.225
H -0.890 5.810 2.170
H 0.564 5.462 3.075
H 0.846 7.359 1.462
H 2.002 6.061 1.264
H -1.084 6.818 -1.647
H -0.565 8.060 -0.517
H -1.551 6.753 0.057
H 2.635 6.576 -0.971
H 1.629 8.005 -0.917
H 1.434 6.855 -2.240
H -0.578 2.266 -1.352
H -0.819 1.751 0.317
H 0.803 2.025 -0.272
*
```

Properties
HOMO energy (alpha / beta)   -8.64 / -9.36 eV
Kohn-Sham gap (alpha / beta)   8.71 / 9.35 eV
Lowest unoccupied orbital energy (alpha / beta)   0.06 / -0.01 eV

natural (NBO) atomic charge list, values in e, 5 entries: F -0.37; C 0.07; C -0.87; B 0.50; Cl -0.19



A structure of composition C20H40BeO3SSi at a distorted geometry, computed with ωB97M-V/def2-TZVPD.

The geometry in ORCA input format:
```
! RIJCOSX wB97M-V def2-TZVPD def2/J DEFGRID3
* xyz 0 1
C -0.676 1.981 -2.025
C -2.360 2.160 0.782
C -1.774 1.010 -1.631
H -0.831 2.327 -3.096
C -3.441 1.290 0.439
H -2.178 2.324 1.853
H -1.560 0.068 -2.152
H -3.925 0.758 1.277
C -3.127 1.508 -2.113
H -3.508 0.894 -2.946
H -3.164 2.508 -2.592
C -0.654 3.162 -1.058
H -0.610 4.111 -1.627
H 0.277 3.212 -0.465
C -1.889 3.341 -0.031
H -2.692 3.843 -0.592
H -1.645 4.189 0.654
C -4.133 1.401 -0.903
H -4.861 2.226 -0.966
H -4.737 0.491 -1.029
Be -2.039 0.735 -0.005
H 1.064 2.104 -2.649
C -1.742 -0.089 3.372
C -0.302 0.126 3.210
C 0.308 1.453 3.142
C 0.568 -1.055 3.147
O -0.620 0.132 0.356
Si 0.702 -0.185 -0.518
S 1.101 0.714 -2.462
O 1.985 0.195 0.440
C 3.407 -0.131 0.261
C 4.093 0.954 -0.551
C 4.003 -0.192 1.656
C 3.614 -1.465 -0.434
O 0.817 -1.798 -0.804
C 0.020 -2.869 -1.397
C -0.143 -2.660 -2.898
C 0.785 -4.168 -1.153
C -1.336 -2.892 -0.708
H -1.940 -0.806 4.188
H -2.183 -0.541 2.463
H -2.285 0.840 3.589
H 1.027 1.606 3.968
H 0.887 1.566 2.208
H -0.437 2.260 3.183
H 0.082 -1.885 2.616
H 1.514 -0.836 2.636
H 0.818 -1.430 4.156
H 3.964 1.935 -0.084
H 5.172 0.739 -0.608
H 3.693 1.000 -1.567
H 3.565 -1.014 2.234
H 5.089 -0.363 1.610
H 3.832 0.744 2.199
H 3.090 -2.278 0.079
H 3.295 -1.440 -1.479
H 4.690 -1.711 -0.426
H 0.831 -2.588 -3.399
H -0.671 -3.533 -3.316
H -0.731 -1.761 -3.131
H 0.894 -4.366 -0.079
H 0.250 -5.020 -1.596
H 1.780 -4.134 -1.619
H -1.213 -3.018 0.375
H -1.881 -1.953 -0.879
H -1.933 -3.727 -1.104
*
```

Properties
HOMO energy (alpha / beta)   -6.06 / -5.80 eV
Relative energy (zero: lowest compared OMol25 entry of this formula, charge and spin)   44.43 kcal per mole
Kohn-Sham gap (alpha / beta)   5.13 / 4.90 eV
Lowest unoccupied orbital energy (alpha / beta)   -0.93 / -0.89 eV

natural (NBO) atomic charge list, values in e, 5 entries: C 0.03; C -0.55; C -0.96; H 0.20; C -0.68



A cluster of 10 separate species, C20H40Br20 in total at a distorted geometry, computed with ωB97M-V/def2-TZVPD.

The geometry in ORCA input format:
```
! RIJCOSX wB97M-V def2-TZVPD def2/J DEFGRID3
* xyz 0 1
Br 5.182 -4.773 10.459
C 3.320 -5.404 10.238
C 2.551 -4.569 9.220
Br 0.790 -5.409 9.099
H 2.854 -5.250 11.211
H 3.521 -6.435 9.946
H 2.897 -4.475 8.191
H 2.388 -3.512 9.430
Br 8.586 -0.412 -0.084
C 7.601 -0.445 1.578
C 8.421 -1.041 2.764
Br 7.133 -0.700 4.306
H 6.607 -0.892 1.621
H 7.428 0.602 1.826
H 9.396 -0.615 3.000
H 8.487 -2.122 2.638
Br -1.258 6.536 5.899
C -0.733 4.729 6.477
C 0.816 4.606 6.535
Br 1.659 5.131 4.821
H -1.206 3.898 5.954
H -1.165 4.719 7.477
H 1.005 3.552 6.736
H 1.199 5.289 7.293
Br -9.868 -2.248 -0.113
C -8.011 -2.747 0.133
C -7.671 -2.853 1.566
Br -5.942 -3.837 1.847
H -7.433 -1.946 -0.325
H -7.815 -3.706 -0.348
H -8.419 -3.288 2.230
H -7.393 -1.879 1.967
Br -8.999 4.658 -4.982
C -8.338 2.768 -4.867
C -8.752 1.930 -6.155
Br -8.141 0.088 -6.192
H -8.786 2.202 -4.050
H -7.255 2.711 -4.759
H -8.379 2.429 -7.050
H -9.835 1.931 -6.281
Br -5.347 5.850 0.409
C -4.483 7.540 -0.191
C -3.131 7.302 -0.943
Br -2.621 8.851 -2.061
H -4.313 8.229 0.636
H -5.259 7.895 -0.871
H -2.945 6.364 -1.467
H -2.317 7.327 -0.219
Br 1.525 -0.539 -7.799
C 1.905 -2.376 -7.132
C 3.121 -2.360 -6.178
Br 4.842 -1.934 -7.141
H 1.891 -3.037 -7.999
H 1.068 -2.649 -6.490
H 3.210 -3.314 -5.657
H 2.889 -1.558 -5.478
Br 3.460 4.920 -3.908
C 3.724 6.079 -5.473
C 5.189 6.153 -5.677
Br 5.603 7.732 -6.833
H 3.473 7.099 -5.181
H 3.119 5.743 -6.315
H 5.537 5.181 -6.024
H 5.725 6.297 -4.739
Br 3.648 -11.611 -2.051
C 2.992 -9.816 -1.671
C 3.116 -9.521 -0.253
Br 2.453 -7.678 0.176
H 1.972 -9.937 -2.036
H 3.431 -9.093 -2.358
H 4.151 -9.683 0.049
H 2.432 -10.151 0.315
Br -1.702 0.074 -1.892
C -0.624 -0.744 -0.484
C -1.018 0.025 0.833
Br 0.039 -0.647 2.307
H 0.422 -0.505 -0.677
H -0.808 -1.818 -0.442
H -2.104 0.019 0.929
H -0.715 1.068 0.736
*
```

Properties
HOMO energy   -10.03 eV
Relative energy (zero: lowest compared OMol25 entry of this formula, charge and spin)   87.80 kcal per mole
Kohn-Sham gap   10.00 eV
Lowest unoccupied orbital energy   -0.04 eV
SMILES   BrCCBr.BrCCBr.BrCCBr.BrCCBr.BrCCBr.BrCCBr.BrCCBr.BrCCBr.BrCCBr.BrCCBr

Mulliken atomic charge list, values in e, 5 entries: Br -0.17; C -0.60; C -0.54; Br -0.15; H 0.36



A structure of composition C20H40CaP2Si at a distorted geometry, computed with ωB97M-V/def2-TZVPD.

The geometry in ORCA input format:
```
! RIJCOSX wB97M-V def2-TZVPD def2/J DEFGRID3
* xyz 0 1
P 0.195 -1.406 -6.621
P 0.010 1.805 -6.508
C -0.204 -0.473 -8.199
C 0.284 0.980 -8.170
H -1.297 -0.501 -8.316
H 0.236 -1.015 -9.049
H 1.365 1.018 -8.370
H -0.219 1.575 -8.946
C -1.588 2.660 -6.861
H -1.812 3.356 -6.035
H -2.410 1.929 -6.908
H -1.557 3.225 -7.802
C 1.157 3.228 -6.718
H 0.989 3.767 -7.661
H 2.200 2.874 -6.693
H 1.025 3.932 -5.880
C -0.962 -2.819 -6.839
H -0.766 -3.575 -6.062
H -0.864 -3.293 -7.826
H -2.001 -2.474 -6.712
C 1.764 -2.224 -7.149
H 2.578 -1.486 -7.208
H 1.663 -2.725 -8.120
H 2.050 -2.972 -6.391
Ca 0.004 0.092 -0.122
C 0.639 1.585 -1.552
C -0.694 1.513 -1.623
C -1.488 0.746 -2.631
C -1.867 -0.712 -2.265
C -0.797 -1.490 -1.567
C 0.528 -1.411 -1.769
C 1.215 -0.587 -2.804
C 1.637 0.849 -2.396
C 0.025 -1.535 1.566
H 1.103 2.329 -0.848
H -1.301 2.195 -0.957
H -0.930 0.764 -3.588
H -2.431 1.308 -2.840
H -2.793 -0.691 -1.649
H -2.142 -1.272 -3.184
H -1.185 -2.276 -0.870
H 1.192 -2.128 -1.209
H 0.565 -0.549 -3.701
H 2.131 -1.132 -3.143
H 2.618 0.794 -1.877
H 1.818 1.463 -3.304
H 0.860 -1.262 2.300
H 0.372 -2.416 1.024
H -0.940 -1.639 1.928
C 1.533 -0.887 5.796
Si -0.001 0.012 5.142
C -1.533 -0.886 5.797
C 0.000 1.767 5.798
C -0.005 0.037 3.380
C 0.030 0.029 2.175
H 1.529 -0.886 6.889
H 2.421 -0.367 5.428
H 1.527 -1.915 5.426
H -1.529 -0.885 6.889
H -2.421 -0.367 5.428
H -1.527 -1.914 5.426
H 0.893 2.279 5.431
H -0.893 2.279 5.432
H 0.000 1.764 6.892
*
```

Properties
HOMO energy (alpha / beta)   -4.05 / -4.05 eV
Relative energy (zero: lowest compared OMol25 entry of this formula, charge and spin)   139.23 kcal per mole
Kohn-Sham gap (alpha / beta)   3.77 / 3.77 eV
Lowest unoccupied orbital energy (alpha / beta)   -0.28 / -0.28 eV

natural (NBO) atomic charge list, values in e, 5 entries: P 0.78; P 0.78; C -0.70; C -0.70; H 0.22